(1)
Entry from the Open Molecules 2025 dataset: a single C13H14N4 molecule at a distorted geometry (wB97M-V/def2-TZVPD).

Geometry as ORCA input:
```
! RIJCOSX wB97M-V def2-TZVPD def2/J DEFGRID3
* xyz 0 1
N -1.728 1.475 -0.269
N -1.195 0.544 -1.118
C -3.071 1.630 -0.213
C 3.489 -2.101 -0.775
C 2.342 -1.474 -1.018
C -0.008 0.077 -0.900
C 1.620 0.545 2.537
C 0.638 0.573 1.572
C 2.815 -0.189 2.361
C 1.957 -0.731 0.163
C 0.834 0.051 0.266
C 2.931 -0.871 1.134
N 3.907 -1.768 0.630
N 0.350 -0.588 -2.101
C -3.991 0.528 -0.774
C -3.767 2.559 0.673
C 1.456 -1.588 -2.218
H 4.011 -2.667 -1.541
H 1.575 0.898 3.572
H -0.346 1.011 1.752
H 3.494 -0.457 3.111
H 4.650 -2.197 1.213
H -0.307 -0.537 -2.916
H -4.640 0.196 0.084
H -3.452 -0.391 -1.032
H -4.703 0.956 -1.526
H -3.357 3.593 0.694
H -4.800 2.639 0.323
H -3.817 2.070 1.737
H 1.008 -2.542 -2.351
H 2.105 -1.243 -3.069
*
```

As for the structure (SMILES): CC(C)=N/N=C1/NCc2c[nH]c3cccc1c23. Its energy relative to the best compared isomer or geometry (same formula, charge and spin) is 30.7 kcal per mole. As for the HOMO energy: -7.36 eV. The calculation puts the frontier orbital gap at 7.62 eV.

---

(2)
Entry from the Open Molecules 2025 dataset: 2 unconnected molecules or ions with the total composition C13H26N4O4P at a distorted geometry (wB97M-V/def2-TZVPD).

Geometry as ORCA input:
```
! RIJCOSX wB97M-V def2-TZVPD def2/J DEFGRID3
* xyz 1 1
C 2.918 2.305 2.179
C 2.725 0.756 2.158
C 1.432 0.251 2.889
O 0.819 -0.764 2.063
C -0.586 -0.629 1.937
C -0.979 -0.061 0.512
C 0.249 -0.021 -0.398
N 1.161 -0.023 -1.059
C -1.746 1.312 0.522
C -1.641 1.887 -0.889
N -1.442 2.225 -1.937
C -1.121 2.391 1.503
O -1.280 3.689 0.945
C -2.215 4.491 1.690
P -3.629 1.126 0.823
N -3.941 -0.563 1.149
O -4.044 1.924 2.271
H 3.451 2.617 3.102
H 1.977 2.888 2.137
H 3.539 2.612 1.310
H 2.675 0.370 1.121
H 3.628 0.300 2.616
H 0.750 1.069 3.188
H 1.780 -0.244 3.827
H -1.062 -0.085 2.779
H -0.993 -1.668 1.976
H -1.661 -0.792 0.021
H -1.524 2.325 2.530
H -0.023 2.200 1.490
H -2.067 4.425 2.785
H -1.997 5.543 1.406
H -3.259 4.288 1.378
H -4.832 -0.573 1.654
H -3.251 -0.957 1.800
H -3.556 1.447 2.969
C 2.451 -4.557 -5.160
C 1.037 -4.242 -4.818
O 0.080 -4.863 -5.163
N 0.673 -3.011 -4.071
C 1.555 -2.566 -2.955
H 2.513 -5.597 -5.471
H 2.778 -3.914 -5.981
H 3.107 -4.417 -4.300
H 0.600 -2.274 -4.782
H -0.296 -3.194 -3.789
H 1.070 -1.724 -2.466
H 2.513 -2.255 -3.363
H 1.670 -3.390 -2.254
*
```

Its energy relative to the best compared isomer or geometry (same formula, charge and spin) is 17.0 kcal per mole. As for the HOMO energy: -11.35 eV. The calculation puts the frontier orbital gap at 7.77 eV.

---

(3)
Entry from the Open Molecules 2025 dataset: a molecular structure, C6H14BrF3LiO5S at a distorted geometry (wB97M-V/def2-TZVPD).

Geometry as ORCA input:
```
! RIJCOSX wB97M-V def2-TZVPD def2/J DEFGRID3
* xyz -1 1
Li 1.137 -0.033 -0.828
Br 4.135 1.923 -3.237
C -5.210 -2.172 -4.328
F -5.718 -2.589 -5.515
F -5.943 -1.003 -3.996
F -5.441 -3.033 -3.418
S -3.325 -1.782 -4.654
O -2.763 -3.057 -5.155
O -3.285 -0.665 -5.610
O -2.633 -1.434 -3.380
C 4.281 -2.182 2.533
C 3.129 -3.136 2.435
C 2.184 -2.756 3.561
O 2.445 -2.955 1.201
H 4.672 -2.386 3.530
H 3.954 -1.143 2.493
H 5.095 -2.348 1.828
H 3.372 -4.185 2.606
H 2.537 -2.655 4.588
H 1.497 -3.600 3.625
H 1.669 -1.806 3.427
H 2.854 -3.457 0.492
C -0.929 5.898 1.371
C -0.874 4.940 0.209
O -0.770 3.605 0.713
H -0.109 5.612 2.029
H -1.850 5.784 1.943
H -0.706 6.933 1.112
H -0.061 5.204 -0.467
H -1.796 5.002 -0.368
H -1.549 3.477 1.260
*
```

Its energy relative to the best compared isomer or geometry (same formula, charge and spin) is 125.0 kcal per mole. As for the HOMO energy: -4.87 eV. The calculation puts the frontier orbital gap at 5.05 eV.